No. 1
Molecular formula: C4H8OS
Method: DFT, wB97M-V/def2-TZVPD

Energy above the lowest of the compared OMol25 structures with the same formula, charge and spin: 43.1 kcal/mol
HOMO (spin up / spin down): -6.03 / -10.16 eV
<S²>: 2.008
Kohn-Sham gap (spin up / spin down): 0.250 / 0.360 hartree
Largest force on an atom: 0.10869 hartree/bohr
Multiplicity: 3

Structure (XYZ):
```
14
Properties=species:S:1:pos:R:3:forces:R:3
C 0.2009 0.1204 1.1439 3.815 0.262 2.017
C -2.3293 -0.0756 0.6618 1.527 -0.628 0.641
C 1.4989 -0.5518 -0.7631 1.023 0.528 -1.663
C 1.3587 0.5656 0.2247 -2.928 -0.797 0.920
O -0.9783 0.2139 0.6614 -4.195 1.504 -3.373
S -3.1857 0.6531 -0.6346 0.415 0.256 -0.843
H 0.4245 -0.6931 1.8255 0.011 -0.129 0.214
H -2.6270 -1.0086 1.1548 -0.099 0.337 -0.333
H 1.4884 -1.5609 -0.3685 0.821 -0.092 0.312
H 2.4086 -0.2238 -1.3510 -0.890 -1.343 0.050
H 0.5972 -0.5598 -1.4030 0.511 0.316 -0.039
H 1.1647 1.4364 -0.3869 -0.545 0.537 0.272
H 2.1587 0.8306 0.8592 1.378 -0.281 0.515
H -2.1803 0.8537 -1.6242 -0.844 -0.470 1.310
```
Forces are in eV/Å.



No. 2
Molecular formula: C19H36BN3O9S2
Method: DFT, wB97M-V/def2-TZVPD

HOMO: -8.19 eV
SMILES: CN(C)B(O)N(CCCSC(=S)N1CCOCC1)C(=O)OCCCC(=O)O.CCOC(=O)OC
Kohn-Sham gap: 0.289 hartree
Largest force on an atom: 0.02966 hartree/bohr

Structure (XYZ):
```
70
Properties=species:S:1:pos:R:3:forces:R:3
C 3.0022 -1.5210 2.4701 -0.147 -0.430 0.733
N 3.0312 -2.7037 1.5969 -0.117 0.489 -1.172
C 4.1829 -2.7670 0.6807 0.126 0.330 0.442
B 1.7438 -3.0459 1.0233 -0.646 -0.409 0.595
O 0.8904 -3.8783 1.7322 0.304 0.656 0.519
N 1.2322 -2.6143 -0.3021 1.465 0.105 -0.411
C 1.1178 -3.7031 -1.3030 -0.467 -0.022 0.010
C 0.7183 -3.2648 -2.7083 -0.221 -0.342 -0.128
C -0.5531 -2.4035 -2.8652 0.243 0.107 -0.252
S -1.7816 -2.6736 -1.5515 0.000 -0.137 0.083
C -2.9613 -1.3265 -1.6954 -0.194 0.140 0.048
S -4.5165 -1.7369 -1.8298 -0.012 0.000 -0.010
N -2.5907 0.0257 -1.4759 0.263 -0.413 -0.280
C -1.7462 0.6632 -2.4854 0.302 0.277 0.352
C -1.9004 2.1934 -2.3164 -0.111 -0.370 -0.197
O -2.2950 2.4999 -0.9958 0.052 0.250 0.174
C -1.5384 1.7135 -0.0892 0.055 0.045 -0.407
C -2.0383 0.2620 -0.1362 -0.026 0.354 0.242
C 1.6908 -1.3699 -0.7326 -0.353 0.498 0.495
O 1.2665 -0.3270 -0.2759 0.264 -0.420 -0.130
O 2.6438 -1.3826 -1.6918 -0.501 -0.218 -0.412
C 2.5885 -0.2642 -2.5904 0.222 0.305 0.032
C 3.5182 0.8627 -2.1593 -0.413 0.112 0.083
C 3.7633 1.9221 -3.2620 0.304 0.314 -0.070
C 2.7607 1.8440 -4.3851 -0.676 0.390 -0.059
O 1.6248 2.2329 -4.3014 0.446 -0.431 0.050
O 3.2558 1.3094 -5.5513 0.401 -0.417 0.378
H 2.4519 -0.6714 2.0544 0.163 0.048 -0.146
H 4.0199 -1.2145 2.7107 -0.017 0.004 -0.073
H 2.5275 -1.7788 3.4215 -0.020 0.009 -0.048
H 3.9004 -2.8029 -0.3696 -0.023 -0.207 -0.027
H 4.8134 -1.8812 0.7965 -0.038 0.001 -0.039
H 4.8038 -3.6290 0.9319 -0.025 -0.070 -0.132
H 0.0443 -3.4414 1.8842 -0.271 -0.414 -0.425
H 0.3416 -4.3725 -0.9256 0.064 0.036 0.104
H 2.0287 -4.3052 -1.3792 0.100 0.141 0.010
H 0.5736 -4.1873 -3.2774 0.006 -0.035 0.118
H 1.5526 -2.7569 -3.1899 -0.098 0.031 -0.029
H -1.0410 -2.6832 -3.7999 0.046 0.068 -0.012
H -0.2785 -1.3593 -2.9669 -0.065 0.080 0.268
H -1.9971 0.3289 -3.4905 -0.170 0.046 0.010
H -0.6880 0.4292 -2.3055 0.005 -0.101 -0.072
H -2.6662 2.5796 -2.9881 -0.019 0.071 0.114
H -0.9346 2.6631 -2.5445 -0.075 0.073 -0.063
H -0.4818 1.7717 -0.3805 0.028 -0.084 0.169
H -1.6411 2.1466 0.9040 -0.061 -0.063 0.018
H -1.2103 -0.4147 0.0949 0.024 -0.066 0.030
H -2.8306 0.1345 0.6051 -0.062 -0.160 -0.126
H 1.5657 0.1101 -2.6287 -0.017 -0.043 -0.061
H 2.8587 -0.6555 -3.5742 0.099 -0.135 0.080
H 3.0375 1.3600 -1.3167 0.114 -0.138 0.089
H 4.4520 0.4294 -1.8043 0.090 0.076 -0.107
H 3.6599 2.9187 -2.8309 0.002 -0.065 0.035
H 4.7681 1.8535 -3.6752 -0.044 -0.149 -0.023
H 2.8027 0.4793 -5.7477 -0.311 0.300 -0.308
C -3.5599 4.2833 3.2467 0.107 -0.007 0.187
C -4.0542 2.8574 3.1345 -0.112 0.246 -0.308
O -3.3081 1.9656 3.9799 0.028 -0.041 -0.052
C -3.6347 1.9944 5.2691 0.009 -0.088 -0.056
O -4.5009 2.6610 5.7705 -0.053 0.078 0.055
O -2.8411 1.1395 5.9155 0.041 -0.015 0.025
C -3.0521 1.0936 7.3290 0.032 -0.076 0.096
H -2.4876 4.3298 3.0520 -0.014 0.003 -0.082
H -4.0744 4.9146 2.5228 -0.001 -0.018 -0.028
H -3.7408 4.6818 4.2440 -0.057 -0.006 -0.006
H -3.8990 2.4867 2.1226 0.056 -0.124 0.048
H -5.1169 2.7852 3.3615 0.025 -0.040 0.132
H -4.0987 0.9084 7.5591 -0.022 0.047 -0.015
H -2.7333 2.0271 7.7898 -0.057 0.028 -0.005
H -2.4413 0.2744 7.6958 0.032 -0.003 -0.054
```
Forces are in eV/Å.



No. 3
Molecular formula: C30H48P2V
Method: DFT, wB97M-V/def2-TZVPD

Energy above the lowest of the compared OMol25 structures with the same formula, charge and spin: 164.8 kcal/mol
HOMO (spin up / spin down): -9.64 / -9.69 eV
<S²>: 2.285
Kohn-Sham gap (spin up / spin down): 0.272 / 0.252 hartree
Largest force on an atom: 0.10574 hartree/bohr
Multiplicity: 3
Charge: +1

Structure (XYZ):
```
81
Properties=species:S:1:pos:R:3:forces:R:3
V -0.3202 -0.4471 0.4544 0.833 1.866 2.578
C -0.8162 -2.1639 1.7259 1.380 0.196 0.333
C 0.4702 -2.4349 1.1037 -0.500 -0.500 0.854
C 0.8278 -0.9563 2.8406 -1.076 -0.284 -0.686
C -0.5957 -1.1382 2.6888 0.796 -0.960 0.229
C 1.4733 -1.7195 1.8592 -1.335 -0.048 -0.207
C -2.0653 -2.9515 1.6633 -0.779 -0.231 0.051
H -1.9389 -3.8990 1.1419 -0.041 0.016 -0.044
H -2.8998 -2.4056 1.2077 -0.012 -0.207 0.026
H -2.3802 -3.1975 2.6772 -0.024 -0.087 0.045
C -1.6480 -0.6310 3.6013 -0.476 0.323 0.289
H -2.5101 -1.3020 3.6286 0.080 0.039 -0.047
H -2.0014 0.3553 3.2838 -0.083 -0.124 0.193
H -1.2920 -0.5376 4.6356 -0.023 0.053 -0.247
C 1.5201 -0.2937 3.9753 0.246 0.502 0.305
H 0.8768 -0.2202 4.8648 0.122 0.087 -0.362
H 1.8741 0.7150 3.7139 -0.037 -0.202 0.198
H 2.3959 -0.8689 4.2944 -0.079 0.018 -0.195
C 2.9186 -2.0338 1.9100 0.473 0.174 -0.094
H 3.1936 -2.3828 2.9104 -0.083 -0.007 -0.071
H 3.5339 -1.1590 1.7167 0.221 0.099 0.037
H 3.2021 -2.8133 1.2132 0.050 -0.115 -0.167
C 0.7947 -3.6455 0.2920 0.442 -0.554 -0.417
H 1.5101 -4.2965 0.8305 -0.347 0.220 -0.193
H 1.2631 -3.4127 -0.6784 -0.141 -0.031 0.182
H -0.0834 -4.2642 0.0723 0.153 0.169 0.078
C -1.2249 1.2041 -2.8159 -0.725 1.421 -1.232
C -1.8343 -0.1060 -3.0274 -0.233 -0.788 -0.148
C -1.1788 -1.0158 -4.1505 -0.266 0.664 0.213
C 0.3660 -1.0811 -4.3241 0.024 -0.795 -1.133
C 1.1409 -0.8339 -3.0696 -0.602 -0.508 0.134
C 1.9149 0.4910 -2.9756 1.380 0.445 -0.505
C 1.2149 1.7562 -3.5822 0.077 -0.094 -0.516
C -0.3231 1.7351 -3.8498 0.223 1.009 -0.576
H -1.5903 -0.5534 -5.0508 -0.005 -0.337 -0.155
H 0.7243 -0.4048 -5.1110 -0.301 -0.453 -0.122
H -1.6132 -2.0278 -4.0972 0.177 0.479 -0.006
H -0.5438 1.2726 -4.8254 0.259 -0.020 0.423
H -1.7917 1.9704 -2.2665 0.257 -0.550 0.051
H -2.8967 -0.0381 -3.3851 0.520 0.103 0.469
H -0.6360 2.7826 -3.9989 0.441 -0.155 -0.019
H 1.4294 2.7284 -3.0908 0.232 -0.797 0.018
H 2.9310 0.4476 -3.4001 -0.486 -0.434 -1.195
H 1.6559 1.8099 -4.5878 -0.002 0.380 0.304
H 0.6120 -2.1215 -4.5916 -0.205 0.453 -0.518
H 1.8078 -1.6728 -2.8258 -0.158 0.238 -0.207
P -1.9650 -0.5928 -1.2469 0.942 -0.189 -0.383
C -3.3248 0.5195 -0.6834 -0.638 -0.713 0.047
C -2.0131 -2.3929 -1.4111 -1.293 -0.855 0.608
P 2.4519 0.4499 -1.2481 -5.376 -0.727 0.373
C 0.6444 0.3336 -0.8726 1.790 0.962 0.808
C 3.5598 -0.9885 -1.1217 0.926 0.147 -0.001
C 2.8649 2.0367 -0.6042 1.549 0.021 0.132
H -2.8910 1.2580 0.0243 -0.258 -0.554 -0.335
H -4.0514 -0.1358 -0.1661 0.047 0.664 -0.095
H -3.8000 1.0592 -1.5261 0.112 -0.457 0.471
H -1.4351 -2.7790 -2.2629 -0.374 0.502 0.148
H -3.0718 -2.6760 -1.4756 0.277 -0.604 -0.189
H -1.5686 -2.8320 -0.5127 -0.394 0.136 -0.512
H 2.6511 2.6886 -1.4578 0.413 0.274 0.394
H 3.9365 1.9164 -0.3947 0.003 1.010 0.012
H 2.3146 2.3615 0.2946 0.161 -0.478 -0.483
H 0.1576 1.1993 -1.4524 1.208 -1.184 0.782
H 0.2817 -0.9147 -2.3691 1.600 0.351 0.218
H 4.2627 -0.8805 -0.2689 -0.423 -0.045 -0.628
H 4.1265 -0.9007 -2.0767 -0.034 -0.264 0.628
H 3.1114 -2.0118 -1.0874 -0.067 1.207 0.099
C 0.0162 1.6900 1.1907 -0.312 -0.079 -0.153
C -0.6522 2.5457 2.2293 -0.594 0.230 0.490
C -1.3602 3.6824 1.7896 0.145 -0.137 0.356
C -1.9060 4.6010 2.6852 0.073 -0.108 0.067
C -1.8135 4.3739 4.0593 -0.095 -0.464 0.077
C -1.1878 3.2198 4.5437 0.374 -0.175 -0.707
C -0.5860 2.3396 3.6315 0.052 -0.165 -0.346
H 0.0429 2.2909 0.2610 0.267 -0.096 0.673
H 1.0369 1.4565 1.5265 -0.110 0.188 -0.144
H -1.4405 3.8500 0.7173 0.018 0.108 0.105
H -2.3885 5.5086 2.3099 0.100 -0.376 0.154
H -2.2752 5.0490 4.7626 0.003 0.203 0.002
H -1.1326 2.9925 5.6159 -0.066 0.248 -0.482
H -0.0632 1.4442 3.9960 -0.391 0.746 -0.136
```
Forces are in eV/Å.